[1]
Computed, not measured: a structure of composition C23H39N7O8PPdSSi, with the ωB97M-V functional and the def2-TZVPD basis.

Results
2S+1: 1
F_max in eV Å⁻¹: 0.57
Energy relative to the best compared isomer or geometry (same formula, charge and spin) in kcal per mole: 100.93
Electronic energy in eV: -82773.827
LUMO level in eV: 1.040
Total charge: -1

Atoms and positions in Å:
Pd -0.161 -0.172 0.552
N -1.662 1.465 -2.138
C -0.624 0.500 -2.628
P 0.856 1.597 -2.704
O 0.400 2.689 -3.617
O 1.376 1.876 -1.335
C 2.161 0.497 -3.426
N 3.405 0.774 -2.671
H -1.475 1.591 -1.120
H -2.619 1.134 -2.226
H -1.528 2.361 -2.628
H -0.892 0.121 -3.613
H -0.614 -0.309 -1.895
H 2.310 0.611 -4.497
H 1.920 -0.543 -3.194
H 3.948 -0.115 -2.518
H 3.097 1.110 -1.731
H 3.978 1.507 -3.080
S 4.236 -1.845 -1.005
C 1.320 -1.303 -0.116
N 1.913 -0.673 0.905
C 3.064 0.097 0.707
C 3.118 1.353 1.317
C 4.261 2.131 1.301
C 5.403 1.647 0.677
C 5.358 0.408 0.055
C 4.206 -0.387 0.015
H 1.573 -1.112 -1.156
H 2.206 1.711 1.778
H 4.256 3.106 1.771
H 6.321 2.224 0.672
H 6.242 0.024 -0.442
C -3.532 1.306 0.439
Si -1.780 1.646 1.242
C -2.285 1.897 3.064
C -1.428 3.461 0.690
H -3.983 2.205 0.002
H -4.217 0.958 1.219
H -3.522 0.512 -0.317
H -3.090 2.635 3.149
H -1.439 2.241 3.663
H -2.632 0.956 3.498
H -2.349 4.037 0.545
H -0.809 3.549 -0.208
H -0.856 3.950 1.485
C 1.483 -5.550 0.741
C 1.685 -4.410 1.737
C 3.173 -4.083 1.900
C 1.090 -4.793 3.088
N 0.890 -3.244 1.301
N 1.215 -2.796 -0.021
H 1.941 -6.463 1.124
H 1.950 -5.335 -0.222
H 0.419 -5.731 0.583
H 3.712 -4.967 2.250
H 3.306 -3.283 2.631
H 3.638 -3.750 0.970
H 1.634 -5.639 3.513
H 0.038 -5.060 2.980
H 1.161 -3.958 3.788
H 1.132 -2.436 1.880
H 0.474 -3.066 -0.694
H 2.158 -3.098 -0.340
O -0.991 -2.775 -1.747
C -1.923 -2.365 -1.017
O -1.856 -1.642 -0.002
C -3.336 -2.792 -1.411
C -3.531 -3.611 -2.514
C -4.821 -3.977 -2.857
C -5.932 -3.563 -2.150
C -5.695 -2.749 -1.058
C -4.428 -2.353 -0.673
N -6.862 -2.289 -0.274
O -6.651 -1.578 0.683
O -7.965 -2.636 -0.654
N -5.030 -4.849 -4.032
O -4.049 -5.213 -4.647
O -6.173 -5.160 -4.307
H -2.680 -3.952 -3.085
H -6.929 -3.858 -2.432
H -4.269 -1.714 0.184

These are the Löwdin partial charges, in e, on atoms 1 to 5: atom 1 (Pd): 0.55, atom 2 (N): 0.12, atom 3 (C): -0.20, atom 4 (P): 0.37, atom 5 (O): -0.36

=====

[2]
Computed, not measured: a structure of composition F6N3NaO12S6 at a distorted geometry, with the ωB97M-V functional and the def2-TZVPD basis.

Results
2S+1: 1
F_max in eV Å⁻¹: 10.06
Energy relative to the best compared isomer or geometry (same formula, charge and spin) in kcal per mole: 98.06
Electronic energy in eV: -114772.581
LUMO level in eV: 4.240
Total charge: -2

Atoms and positions in Å:
Na -0.347 -0.118 0.021
N 0.448 -2.334 -0.260
S 1.709 -3.027 -0.729
O 1.623 -3.953 -1.821
O 2.830 -3.208 0.222
F 2.212 -1.662 -1.482
S 0.132 -3.539 0.851
O 0.522 -3.227 2.217
O 0.058 -4.941 0.420
F -1.441 -3.116 1.113
N -2.226 1.267 0.091
S -2.539 1.905 -1.480
O -3.021 3.272 -1.554
O -2.858 1.049 -2.613
F -0.939 2.171 -1.742
S -3.620 0.678 0.218
O -3.620 -0.625 -0.427
O -4.782 1.557 0.157
F -3.723 0.228 1.754
N 1.182 1.551 0.660
S 1.988 2.766 -0.236
O 2.075 2.485 -1.662
O 3.027 3.685 0.283
F 0.705 3.669 -0.141
S 2.469 1.150 1.317
O 2.735 1.904 2.508
O 3.597 0.697 0.471
F 1.803 -0.283 1.846

These are the natural (NBO) partial charges, in e, on atoms 1 to 5: atom 1 (Na): 0.93, atom 2 (N): -1.13, atom 3 (S): 2.40, atom 4 (O): -0.91, atom 5 (O): -0.88

=====

[3]
Computed, not measured: a cluster of 2 separate species, C4H12N2O4 in total at a distorted geometry, with the ωB97M-V functional and the def2-TZVPD basis.

Results
2S+1: 1
F_max in eV Å⁻¹: 1.60
Energy relative to the best compared isomer or geometry (same formula, charge and spin) in kcal per mole: 81.55
Electronic energy in eV: -15510.558
LUMO level in eV: 0.303

Atoms and positions in Å:
C 0.158 -1.312 1.472
C 0.145 -0.518 0.122
N 0.173 -1.381 -1.042
O -0.922 -2.177 1.525
O 1.340 -2.069 1.547
O 0.056 -0.398 2.540
O 1.111 0.398 0.160
H -0.856 -2.675 2.350
H 2.072 -1.435 1.495
H 0.678 0.315 2.318
H -0.184 -2.306 -0.833
H 1.124 -1.437 -1.390
C -0.217 2.025 -0.661
C 0.092 1.879 -2.109
N -1.172 0.295 0.033
H -1.560 0.493 0.951
H -1.872 -0.168 -0.542
H 0.554 2.458 -0.043
H -1.182 2.460 -0.441
H -0.110 2.839 -2.603
H 1.124 1.586 -2.280
H -0.551 1.126 -2.567

These are the natural (NBO) partial charges, in e, on atoms 1 to 5: atom 1 (C): 0.68, atom 2 (C): 0.49, atom 3 (N): -0.89, atom 4 (O): -0.72, atom 5 (O): -0.73